[1]
DFT (wB97M-V/def2-TZVPD) results for a single C5H7NS molecule.

The geometry in ORCA input format:
```
! wB97M-V def2-TZVPD RIJCOSX def2/J DEFGRID3
* xyz 0 1
H -0.421 2.443 -2.915
N -0.492 2.353 -1.909
C -0.218 1.249 -1.406
C -0.283 0.991 0.151
C 0.012 -0.249 0.507
C 0.065 -0.768 1.904
C 0.353 -1.199 -0.594
S 0.293 -0.281 -2.167
H -0.556 1.812 0.783
H -0.660 -1.569 2.034
H -0.149 0.027 2.614
H 1.059 -1.166 2.107
H 1.352 -1.616 -0.455
H -0.356 -2.026 -0.652
*
```

Results
Gap between HOMO and LUMO, eV: 9.8
ΔE to the lowest compared entry with this formula, charge and spin, kcal/mol: 6.1


[2]
DFT (wB97M-V/def2-TZVPD) results for a gas-phase ion, NO5S (charge -1).

The geometry in ORCA input format:
```
! wB97M-V def2-TZVPD RIJCOSX def2/J DEFGRID3
* xyz -1 1
O 1.082 -1.493 0.452
N 0.774 -0.337 0.559
O 1.144 0.475 1.398
S -0.574 0.234 -0.462
O -0.101 -0.118 -1.785
O -1.744 -0.466 0.005
O -0.580 1.705 -0.167
*
```

Results
Gap between HOMO and LUMO, eV: 9.8
ΔE to the lowest compared entry with this formula, charge and spin, kcal/mol: 4.2


[3]
DFT (wB97M-V/def2-TZVPD) results for a gas-phase ion, C4H9N2 (charge +1).

The geometry in ORCA input format:
```
! wB97M-V def2-TZVPD RIJCOSX def2/J DEFGRID3
* xyz 1 1
C 1.209 0.442 -2.257
C 0.663 0.100 -1.273
N 0.091 0.061 0.009
C 0.377 -1.282 0.673
C -1.423 0.352 -0.123
N 0.682 1.095 0.769
H 1.718 0.364 -3.170
H 0.250 -1.139 1.801
H -0.384 -1.885 0.299
H 1.324 -1.484 0.213
H -1.699 0.929 0.827
H -1.655 0.803 -0.969
H -2.000 -0.506 -0.177
H 0.690 1.887 0.154
H 1.511 0.968 1.307
*
```

Results
Gap between HOMO and LUMO, eV: 11.9
ΔE to the lowest compared entry with this formula, charge and spin, kcal/mol: 130.4


[4]
DFT (wB97M-V/def2-TZVPD) results for a single C6H2N2 molecule.

The geometry in ORCA input format:
```
! wB97M-V def2-TZVPD RIJCOSX def2/J DEFGRID3
* xyz 0 1
C 1.462 1.242 -0.214
C 0.809 0.098 0.196
C 1.774 -0.980 0.112
N 2.543 -1.878 -0.113
C -0.739 -0.104 0.173
C -1.884 -0.270 0.642
C -3.263 -0.565 0.180
N -4.421 -0.656 -0.447
H 1.196 2.346 0.027
H 2.523 0.765 -0.557
*
```

Results
Gap between HOMO and LUMO, eV: 8.8
ΔE to the lowest compared entry with this formula, charge and spin, kcal/mol: 80.8